C46H45F5IN3O6SSbTi | wB97M-V/def2-TZVPD

Structure (XYZ):
```
109
Properties=species:S:1:pos:R:3:mulliken_charge:R:1
Ti 0.72 -0.75 -0.07 -1.060
C -1.17 2.37 3.86 -0.844
O -1.06 0.96 4.06 -0.455
C -0.87 0.44 2.84 0.019
N -0.99 1.20 1.83 1.156
C -1.41 2.50 2.34 0.612
C -0.73 3.66 1.66 0.362
C -0.61 4.88 2.32 -0.682
C -0.04 5.96 1.68 -0.929
C 0.40 5.85 0.36 -0.922
C 0.26 4.64 -0.30 -0.636
C -0.30 3.55 0.34 0.507
C -0.50 -0.99 2.81 -0.079
C -0.98 -1.85 3.79 -0.807
C -0.53 -3.17 3.82 -1.095
C 0.46 -3.55 2.93 -0.585
C 0.91 -2.62 1.99 -0.211
N 0.38 -1.38 1.88 1.454
C 2.09 -2.79 1.17 0.344
N 2.57 -1.78 0.53 0.471
C 3.83 -2.21 -0.09 -0.191
C 3.94 -3.70 0.35 -0.730
O 2.77 -3.92 1.15 -0.516
C 3.84 -1.92 -1.57 0.502
C 4.23 -0.64 -1.96 -0.657
C 4.22 -0.28 -3.29 -0.623
C 3.83 -1.19 -4.26 -0.758
C 3.45 -2.46 -3.88 -0.569
C 3.45 -2.83 -2.55 -0.100
H -0.22 2.83 4.17 0.424
H -1.98 2.75 4.47 0.347
H -2.49 2.59 2.13 0.062
H -0.98 4.99 3.33 0.491
H 0.05 6.90 2.20 0.430
H 0.83 6.70 -0.14 0.490
H 0.58 4.55 -1.33 0.755
H -0.40 2.60 -0.17 -0.318
H -1.69 -1.48 4.51 0.646
H -0.91 -3.86 4.55 0.512
H 0.92 -4.53 2.96 0.666
H 4.63 -1.62 0.38 0.700
H 4.82 -3.91 0.95 0.302
H 3.91 -4.40 -0.49 0.380
H 4.56 0.07 -1.21 0.490
H 4.52 0.72 -3.57 0.453
H 3.81 -0.90 -5.30 0.433
H 3.15 -3.18 -4.63 0.453
H 3.15 -3.84 -2.29 0.039
F 3.80 4.97 2.18 -0.348
C 3.39 4.03 1.35 0.643
C 2.78 2.87 1.83 -0.057
F 2.60 2.68 3.14 -0.394
C 2.33 1.93 0.93 -0.595
F 1.75 0.77 1.41 0.324
C 2.37 2.08 -0.45 1.600
S 1.55 0.98 -1.51 -0.467
C 3.03 3.23 -0.92 -0.489
F 3.13 3.44 -2.22 -0.454
C 3.53 4.18 -0.04 0.491
F 4.13 5.27 -0.51 -0.357
C -3.90 -0.89 1.53 -1.558
C -4.52 0.47 1.23 0.907
C -6.01 0.29 0.97 -1.763
Sb -3.37 1.49 -0.42 -1.374
C -4.42 0.55 -2.18 0.678
C -5.76 1.16 -2.53 -1.560
C -3.47 0.58 -3.36 -1.431
C -4.20 3.62 -0.25 1.026
C -5.66 3.73 0.15 -1.550
C -3.89 4.34 -1.54 -1.449
H -4.31 -1.28 2.46 0.525
H -2.82 -0.82 1.63 0.148
H -4.13 -1.60 0.75 0.339
H -4.38 1.13 2.09 0.348
H -6.18 -0.36 0.12 0.324
H -6.51 1.24 0.81 0.292
H -6.47 -0.18 1.84 0.498
H -4.58 -0.49 -1.86 0.419
H -5.64 2.18 -2.89 0.244
H -6.44 1.17 -1.67 0.259
H -6.23 0.58 -3.32 0.479
H -3.32 1.60 -3.70 0.299
H -3.89 0.01 -4.19 0.428
H -2.50 0.15 -3.12 0.227
H -3.59 4.06 0.55 0.046
H -6.31 3.26 -0.59 0.239
H -5.93 4.78 0.21 0.483
H -5.83 3.29 1.12 0.328
H -2.83 4.24 -1.78 0.276
H -4.47 3.95 -2.37 0.205
H -4.12 5.40 -1.44 0.468
O -1.21 -2.49 -0.03 -0.401
C -1.64 -1.46 -0.52 -0.294
O -1.03 -0.35 -0.42 1.680
H -2.58 -1.45 -1.10 0.060
I -0.57 -7.98 -4.39 0.108
C -0.32 -5.98 -3.75 -0.304
C -0.50 -4.95 -4.66 -0.656
C -0.32 -3.64 -4.25 -0.485
C 0.06 -3.37 -2.94 0.306
C 0.24 -4.42 -2.03 0.049
C 0.04 -5.72 -2.44 -0.861
C 0.21 -1.99 -2.45 0.172
O -0.33 -1.01 -2.95 -0.578
O 0.95 -1.87 -1.38 1.014
H -0.77 -5.17 -5.68 0.441
H -0.47 -2.82 -4.93 0.543
H 0.52 -4.20 -1.01 0.312
H 0.17 -6.53 -1.73 0.459
```

E_tot: -4680.36561 Eh
Largest force on an atom: 3.88 eV/A
Highest occupied orbital energy: -0.3443 Ha
Net charge: +1
Molecular weight: 1159.47 g/mol